{"formula": "C5H8BrF", "method": "wB97M-V/def2-TZVPD", "species": ["Br", "H", "C", "H", "H", "C", "C", "H", "C", "H", "H", "H", "C", "H", "F"], "xyz": [[-3.77239, 0.61389, 0.19051], [2.30100, 0.21893, 0.89491], [-3.28956, -0.94924, -0.50395], [-3.01101, -0.79166, -1.58276], [-0.20964, 1.06763, -0.31448], [0.57765, 0.34530, -0.20124], [1.01440, -0.46942, -1.44700], [2.03920, -0.77028, -1.50494], [1.61232, 0.95552, 0.71044], [0.39615, -0.35852, -2.40296], [1.05123, 1.15928, 1.58852], [-3.02754, -1.76000, 0.11864], [0.32713, -1.12845, -0.25141], [1.98876, 1.80205, 0.20169], [0.99474, -2.08677, 0.41434]], "forces_ev_per_a": [[-0.636, 1.685, 1.207], [2.203, -1.387, 0.684], [0.752, -0.040, -2.956], [-0.220, -0.999, 1.399], [-0.803, -0.349, -0.436], [0.628, -0.731, 0.038], [-2.717, -0.604, -0.052], [0.556, 0.145, -0.341], [-2.260, -0.461, -1.042], [1.213, -0.101, 1.417], [0.059, 0.712, 1.100], [0.216, -0.657, 0.348], [0.402, 1.291, -1.733], [0.694, 1.048, -0.036], [-0.088, 0.450, 0.401]], "lowdin_charge": [0.6508, 0.0501, -0.6208, 0.0016, 0.1134, -0.2929, -0.0487, 0.0912, -0.0475, 0.1183, 0.0771, -0.0320, -0.1713, 0.0761, 0.0345], "relative_energy_ev": 4.347, "homo_lumo_gap_ev": [8.558, 8.160], "homo_ev": [-8.6, -8.2], "e_tot_ha": -2868.98167}